<i>
C2H4NPS in the gas phase. Source: the OMol25 dataset; level of theory: ωB97M-V/def2-TZVPD.

As for the spin multiplicity: 1. As for the frontier orbital gap: 8.566 eV.

Geometry (Å):
H (-1.29701, 1.51725, 1.07265)
H (2.13537, -0.10941, -0.05162)
S (0.15425, 1.08025, -0.78093)
N (0.61161, -1.19896, 0.44861)
C (-1.23536, 0.63064, 0.27944)
P (-0.78292, -0.95814, 1.11074)
H (-2.24129, 0.37012, -0.31086)
C (1.26641, -0.40803, -0.45431)
H (1.38893, -0.92373, -1.31372)

<ii>
C2H4NPS in the gas phase. Source: the OMol25 dataset; level of theory: ωB97M-V/def2-TZVPD.

As for the spin multiplicity: 1. As for the frontier orbital gap: 8.348 eV.

Geometry (Å):
C (-0.71823, 0.18038, 0.01503)
N (-0.43398, -0.31617, 1.14100)
P (0.64720, -0.64723, 2.30266)
H (-1.78565, 0.27315, -0.19864)
H (1.20523, 0.46994, -0.94321)
S (1.10071, -2.53146, 2.12410)
H (-0.16461, 0.16456, -2.04553)
H (-0.00609, 1.73821, -1.25800)
C (0.15542, 0.66863, -1.13740)

<iii>
C2H4NPS in the gas phase. Source: the OMol25 dataset; level of theory: ωB97M-V/def2-TZVPD.

As for the spin multiplicity: 1. As for the frontier orbital gap: 8.197 eV.

Geometry (Å):
S (1.29626, 1.50970, -0.01806)
H (-0.87792, 1.18872, -0.88184)
C (-0.39161, -0.73693, 0.09540)
C (-0.41760, 0.80971, 0.04803)
H (-0.88486, 1.51037, 0.81931)
P (2.27651, -0.68708, 0.02280)
H (-0.89866, -0.98504, -0.97261)
H (-1.00698, -1.22135, 0.80029)
N (0.90486, -1.38810, 0.08669)

Which structure is the most stable? The one labeled <ii>.

<i>
2 unconnected molecules or ions with the total composition C5H11ClS. Source: the OMol25 dataset; level of theory: ωB97M-V/def2-TZVPD.

As for the spin multiplicity: 1. As for the frontier orbital gap (alpha / beta): 6.784 / 8.727 eV.

Geometry (Å):
C (-0.71351, -0.23755, 2.12674)
H (1.32395, 2.43954, -0.70448)
H (0.10863, -2.25324, -0.01758)
C (-0.99577, 0.31454, -1.20475)
H (-0.28626, 2.59054, 0.01736)
H (1.62654, -2.83805, -0.75012)
H (-1.42173, -0.65680, -0.95678)
S (1.61564, -0.48141, -0.56500)
H (-0.68633, -1.31320, 2.18713)
Cl (0.52828, 0.52016, 3.03776)
H (-1.73140, 1.07927, -0.96473)
H (1.06282, 1.94264, 0.96241)
H (-0.82094, 0.33566, -2.28617)
C (0.83304, -2.09933, -0.81352)
C (0.26601, 0.58835, -0.46522)
C (0.60354, 1.96924, -0.03118)
H (0.35946, -2.14507, -1.78878)
H (-1.67194, 0.24472, 2.21691)

<ii>
2 unconnected molecules or ions with the total composition C5H11ClS. Source: the OMol25 dataset; level of theory: ωB97M-V/def2-TZVPD.

As for the spin multiplicity: 1. As for the frontier orbital gap: 9.800 eV.

Geometry (Å):
H (0.33961, 0.96226, 1.00587)
H (-1.64101, 0.89667, 1.18664)
H (-0.13625, -1.10975, 1.26624)
S (1.97767, -0.93027, -0.57803)
H (-0.91755, 0.59259, -0.40225)
C (-1.13633, -1.18335, 0.82627)
C (-1.58606, 0.18724, 0.35929)
C (2.90696, 0.09141, 0.58925)
H (2.54005, 1.39366, -1.12652)
H (1.07576, 2.53757, 0.62590)
C (2.03219, 0.86541, -0.32294)
H (-1.09441, -1.88707, -0.00893)
H (2.59900, 0.00676, 1.62885)
H (0.06321, 1.71489, -0.57490)
H (3.98140, 0.12495, 0.43515)
Cl (-3.22124, 0.12453, -0.37435)
C (0.80434, 1.55895, 0.21421)
H (-1.81805, -1.58313, 1.57990)

Which structure is the most stable? The one labeled <ii>.

<i>
8 unconnected molecules or ions with the total composition C23H38Cl4N4O3. Source: the OMol25 dataset; level of theory: ωB97M-V/def2-TZVPD.

As for the spin multiplicity: 1. As for the frontier orbital gap: 7.983 eV.

Geometry (Å):
C (-1.65149, -3.76236, -17.92434)
C (-0.51500, 4.93185, -20.30915)
Cl (2.43817, -0.10834, -19.49256)
C (1.13028, 4.74252, -15.23425)
H (-1.15675, -5.71559, -23.27646)
H (-1.35992, -2.92103, -17.28521)
H (0.22686, 0.72795, -15.15694)
H (-0.40388, -0.08252, -13.80770)
H (5.44064, 0.99428, -19.03103)
C (0.28909, 3.05809, -19.36167)
H (0.25385, 4.99308, -14.66000)
H (0.56665, 1.29680, -12.44894)
C (5.14615, 2.98310, -22.10970)
O (7.26318, 1.61137, -16.30570)
H (0.60607, 2.05758, -19.12698)
H (-2.30004, 1.02640, -14.85677)
N (0.53078, -4.85233, -20.61616)
C (1.03431, -3.98108, -21.55334)
H (6.97069, 0.30956, -18.44768)
Cl (2.65903, -0.10905, -16.66483)
C (2.79746, 3.42587, -15.91829)
C (-0.48460, 3.52183, -20.40595)
C (6.40215, 1.23288, -18.58124)
H (5.95448, 2.27235, -22.17665)
C (3.95355, 2.84313, -21.32830)
O (0.61990, 1.63958, -13.34200)
H (3.84906, 4.96929, -17.05649)
H (1.68397, -3.18247, -21.23815)
Cl (1.79126, -2.52804, -18.04666)
H (1.32722, 4.12645, -17.84025)
H (-1.00075, 2.97047, -21.17487)
H (5.76938, 4.64790, -23.45047)
C (1.72763, -0.78094, -18.02246)
C (3.10861, 3.82357, -21.75631)
H (-1.24143, -3.56789, -18.91291)
H (-2.73640, -3.70641, -17.96845)
C (-0.28393, 0.92631, -14.21209)
N (1.66895, 3.49534, -15.14443)
H (1.32133, 2.67219, -14.64929)
H (-1.96002, 1.96139, -13.43543)
H (3.69790, 2.03973, -20.65890)
C (-1.56073, 1.70413, -14.41935)
Cl (0.00073, -0.31093, -17.93515)
H (0.32883, 6.21559, -18.65083)
N (0.68791, 4.14538, -18.63284)
H (3.46647, 2.58596, -15.84287)
H (-1.67517, -5.82867, -17.45141)
H (-0.94368, -6.44264, -20.69245)
H (1.78506, 6.54361, -16.27234)
H (0.68997, -3.73350, -23.62917)
H (3.38636, 5.50739, -22.93881)
N (3.80525, 4.68188, -22.55542)
O (0.26008, -5.21394, -17.79472)
H (-1.48390, 2.60087, -15.02816)
C (-0.36885, -5.68968, -21.20489)
H (0.66833, -4.78568, -19.61288)
H (5.35586, 1.06811, -16.68239)
H (0.66326, -5.98224, -17.38163)
H (-0.97102, -4.87856, -16.15666)
C (1.96052, 5.51092, -16.01917)
C (6.11968, 1.69395, -17.14658)
H (5.71270, 2.71337, -17.15340)
C (-0.45175, -5.35614, -22.54573)
H (7.03207, 1.97098, -19.07191)
C (0.42733, -4.28195, -22.73433)
H (2.07290, 4.01200, -21.52188)
C (5.05932, 4.16234, -22.80522)
H (-1.12969, 5.55963, -20.93555)
C (2.98312, 4.65518, -16.49453)
H (7.95309, 2.15133, -16.70705)
C (-1.03764, -4.95845, -17.24282)
C (0.13750, 5.27836, -19.14562)

<ii>
8 unconnected molecules or ions with the total composition C23H38Cl4N4O3. Source: the OMol25 dataset; level of theory: ωB97M-V/def2-TZVPD.

As for the spin multiplicity: 1. As for the frontier orbital gap: 7.566 eV.

Geometry (Å):
C (16.46940, 0.02614, 22.64913)
C (18.87966, -13.28431, 21.87315)
C (13.16977, -2.59716, 26.95920)
H (13.28650, -12.66766, 26.26846)
Cl (13.66635, -6.09109, 21.58294)
H (16.13346, 3.19053, 21.89143)
Cl (16.37118, -7.12691, 22.30393)
H (16.21023, -0.96430, 22.99303)
H (12.96810, -11.17332, 13.51176)
N (17.71169, 0.31126, 22.19536)
H (14.92207, -3.05803, 16.74076)
C (13.98521, -1.12439, 16.92899)
C (16.45018, 2.17730, 22.09001)
H (13.12993, -1.48242, 16.35593)
N (14.03273, -3.70712, 27.09719)
H (13.94427, -15.20754, 26.40157)
H (14.17216, -0.06587, 16.74818)
O (20.13738, -14.37362, 23.68845)
C (13.93897, -10.80040, 13.22065)
C (14.22471, -10.41159, 11.97992)
H (16.07947, -1.18379, 18.19437)
H (18.28843, -15.08360, 22.97047)
C (15.17689, -2.01327, 16.56293)
H (18.54074, -12.46295, 22.50451)
C (13.44889, -1.62906, 27.92689)
H (15.07203, -11.21049, 27.49789)
H (15.39390, -1.86321, 15.50534)
C (15.11165, -12.27494, 27.31961)
H (7.85441, -14.77703, 20.28082)
H (19.64149, -15.38653, 22.03557)
C (8.82531, -15.25150, 20.13826)
C (14.79884, -3.40751, 28.14650)
H (18.50406, -0.31219, 22.13567)
H (17.22203, -9.91693, 13.08180)
C (14.38027, -2.21769, 28.76105)
H (14.80458, -1.76510, 29.64509)
C (14.91877, -7.37497, 21.26284)
O (16.26809, -1.54028, 17.32321)
Cl (15.35742, -7.46275, 19.47997)
C (19.21408, -14.60030, 22.65788)
N (15.53408, -9.99764, 11.76779)
H (15.61211, -4.09864, 28.31181)
H (16.50376, -15.21451, 27.50901)
H (10.86499, -14.72462, 19.96663)
N (16.13730, -13.10681, 27.66738)
H (15.27987, -11.00292, 14.87260)
H (10.14198, -13.71520, 21.09960)
C (14.21230, -13.04090, 26.68075)
H (9.80919, -13.35680, 19.44045)
H (20.23523, -15.20456, 24.15917)
C (15.20522, -10.77802, 13.81892)
Cl (14.03967, -8.93555, 21.69088)
H (13.08570, -0.61382, 27.98832)
C (9.93372, -14.18484, 20.13826)
H (12.61313, -2.55075, 26.03486)
H (15.93711, -9.39671, 11.06313)
C (14.55446, -14.40669, 26.79234)
H (14.07798, -4.53624, 26.52220)
H (8.94289, -15.88492, 21.01750)
C (17.72945, 1.66513, 21.93769)
C (15.69982, 1.14119, 22.63411)
H (18.24420, -13.60376, 21.04718)
C (15.84053, -14.38962, 27.29437)
O (8.73745, -15.90337, 18.86848)
H (14.69560, 1.30537, 22.99601)
H (13.52253, -10.23767, 11.17799)
H (13.78544, -1.34472, 17.97763)
H (18.64758, 2.10325, 21.57504)
H (9.55404, -16.40084, 18.78306)
H (19.83060, -12.97674, 21.43817)
H (16.98658, -12.83919, 28.14405)
C (16.19645, -10.22783, 12.94782)

Which structure is the most stable? The one labeled <i>.